Model a:
{"formula": "C4H15N2O", "method": "wB97M-V/def2-TZVPD", "elements": ["C", "N", "C", "C", "N", "C", "H", "H", "H", "H", "H", "H", "H", "H", "H", "H", "H", "H", "H", "H", "H", "O"], "xyz": [[-0.7851, 1.0410, -0.8271], [-0.5185, 1.4809, 0.5409], [0.2684, 2.6857, 0.7810], [0.0548, -0.1919, -1.3612], [0.8317, -0.8740, -0.2853], [1.7923, -1.9290, -0.7660], [-1.8362, 0.7662, -0.8863], [-0.6582, 1.8692, -1.5262], [-1.4205, 1.5224, 1.0340], [0.3913, 3.2867, -0.1165], [-0.2342, 3.3175, 1.4922], [1.1732, 2.3459, 1.3143], [-0.6992, -0.8916, -1.7122], [0.6923, 0.0719, -2.1918], [0.1446, -1.2201, 0.3925], [1.4126, -0.1958, 0.2004], [1.5525, -2.2833, -1.7638], [2.8313, -1.6359, -0.6280], [1.6850, -2.7954, -0.1054], [-1.0808, -1.9009, 2.3608], [-2.3177, -2.0830, 1.4285], [-1.4672, -1.6217, 1.5222]], "e_homo_ev": [-19.68, -19.67], "multiplicity": 2, "charge": 2, "s_squared": 0.75}

=====

Model b:
{"formula": "C4H15N2O", "method": "wB97M-V/def2-TZVPD", "elements": ["C", "C", "C", "C", "N", "N", "H", "H", "H", "H", "H", "H", "H", "H", "H", "H", "H", "H", "H", "H", "H", "O"], "xyz": [[-0.7753, -1.1108, -1.0435], [-0.7446, 0.2749, -1.6437], [-0.5016, 1.5617, -0.7868], [0.8510, 1.7123, -0.2228], [1.8893, 0.9938, -0.9600], [-1.2825, -1.3063, 0.2980], [0.2897, -1.4727, -1.1922], [-1.5983, -1.6491, -1.6550], [-0.0153, 0.3783, -2.3379], [-1.6710, 0.4370, -2.3900], [-1.2815, 1.9741, -0.0875], [-0.5152, 2.3168, -1.6819], [1.2937, 2.7093, -0.1780], [0.5920, 1.1229, 0.6594], [2.1585, 0.3212, -0.2233], [2.7542, 1.5692, -1.2223], [-0.7988, -0.6697, 0.9608], [-2.3181, -0.9622, 0.3652], [-1.0788, -2.2501, 0.7638], [1.3532, -1.9028, 3.4022], [0.1848, -1.7773, 4.3959], [0.4283, -1.5733, 3.4044]], "e_homo_ev": [-18.03, -18.03], "multiplicity": 2, "charge": 2, "s_squared": 0.75}

=====

The structure with the greatest stability is model a.

=====

Model a:
{"formula": "C18H18N2O2", "method": "wB97M-V/def2-TZVPD", "elements": ["C", "O", "C", "C", "C", "C", "C", "C", "C", "O", "N", "C", "C", "N", "C", "C", "C", "C", "C", "C", "C", "C", "H", "H", "H", "H", "H", "H", "H", "H", "H", "H", "H", "H", "H", "H", "H", "H", "H", "H"], "xyz": [[1.6939, 3.3431, 0.0546], [0.7904, 2.4056, -0.4828], [1.2748, 1.2661, -1.0691], [2.6372, 1.0211, -1.2029], [3.0989, -0.1325, -1.8110], [2.2058, -1.0628, -2.3082], [0.8531, -0.8270, -2.1772], [0.3579, 0.3198, -1.5611], [-1.1263, 0.3417, -1.4002], [-1.8314, -0.5013, -1.9249], [-1.6563, 1.3202, -0.6165], [-2.9202, 1.1046, 0.0357], [-2.7054, 0.7507, 1.5354], [-1.4435, 0.0970, 1.7347], [-0.2997, 0.7358, 2.1387], [0.7849, -0.0649, 1.9640], [0.3129, -1.2749, 1.3834], [0.9357, -2.4435, 0.9484], [0.1578, -3.4340, 0.3953], [-1.2272, -3.2889, 0.2772], [-1.8694, -2.1468, 0.7008], [-1.0892, -1.1350, 1.2458], [2.3462, 3.7627, -0.7167], [2.2992, 2.9032, 0.8526], [1.0757, 4.1390, 0.4685], [3.3571, 1.7302, -0.8265], [4.1634, -0.2959, -1.8918], [2.5591, -1.9642, -2.7837], [0.1266, -1.5395, -2.5371], [-1.0182, 1.9721, -0.1860], [-3.3958, 0.2743, -0.4912], [-3.5534, 1.9921, -0.0476], [-2.7057, 1.6630, 2.1380], [-3.5197, 0.1075, 1.8805], [-0.3549, 1.7275, 2.5499], [1.8019, 0.1658, 2.2144], [2.0059, -2.5573, 1.0397], [0.6200, -4.3447, 0.0430], [-1.8039, -4.0887, -0.1627], [-2.9382, -2.0414, 0.5965]], "e_homo_ev": -7.76, "smiles": "COc1ccccc1C(=O)NCCn1ccc2ccccc21"}

=====

Model b:
{"formula": "C18H18N2O2", "method": "wB97M-V/def2-TZVPD", "elements": ["C", "O", "C", "C", "C", "C", "C", "C", "C", "C", "C", "C", "C", "O", "C", "C", "C", "C", "C", "H", "H", "H", "H", "H", "H", "H", "H", "H", "H", "H", "H", "H", "H", "H", "H", "H", "N", "C", "N", "H"], "xyz": [[-6.1563, 2.7657, 0.4708], [-6.1461, 1.3207, 0.5266], [-4.9489, 0.6802, 0.4971], [-4.9798, -0.7391, 0.4431], [-3.8115, -1.4502, 0.3144], [-2.5398, -0.8020, 0.2665], [-1.3440, -1.5506, 0.0990], [-0.0618, -1.0067, 0.2836], [1.1123, -1.4764, -0.2461], [2.3190, -0.7551, -0.1980], [3.4991, -1.1930, -0.8944], [4.6583, -0.4606, -0.9125], [4.7387, 0.7782, -0.2241], [5.9150, 1.4491, -0.3055], [6.0403, 2.7089, 0.3914], [3.6077, 1.2413, 0.4939], [2.4454, 0.4936, 0.5110], [-2.5331, 0.6207, 0.3630], [-3.7001, 1.3524, 0.4835], [-7.2162, 3.0198, 0.4689], [-5.6619, 3.1988, 1.3518], [-5.6746, 3.1346, -0.4462], [-5.9534, -1.2251, 0.4867], [-3.8431, -2.5381, 0.2529], [-1.4422, -2.5989, -0.1875], [-0.0220, -0.1221, 0.9210], [1.0372, -2.5703, -0.8604], [3.4659, -2.1299, -1.4438], [5.5356, -0.8028, -1.4538], [7.0637, 3.0222, 0.1849], [5.3276, 3.4489, 0.0009], [5.8903, 2.5801, 1.4727], [3.6590, 2.1907, 1.0301], [1.6035, 0.8841, 1.0795], [-1.5826, 1.1529, 0.3172], [-3.6639, 2.4433, 0.5474], [1.2721, -3.5649, -1.2735], [0.3501, -4.4602, -1.5073], [-0.4751, -5.2825, -1.7085], [2.2154, -3.7575, -1.5963]], "e_homo_ev": -7.32}

=====

The structure with the greatest stability is model a.

=====

Model a:
{"formula": "C11H35NO7", "method": "wB97M-V/def2-TZVPD", "elements": ["C", "O", "C", "C", "N", "C", "C", "O", "C", "H", "H", "H", "H", "H", "H", "H", "H", "H", "H", "H", "H", "H", "H", "H", "C", "O", "H", "H", "H", "H", "C", "O", "H", "H", "H", "H", "C", "O", "H", "H", "H", "H", "C", "O", "H", "H", "H", "H", "C", "O", "H", "H", "H", "H"], "xyz": [[-1.1349, 4.1856, -2.6794], [-1.0159, 3.5406, -1.4504], [0.3081, 3.1446, -1.0764], [0.2021, 2.3516, 0.1916], [1.4241, 1.5226, 0.3356], [1.4501, 0.8756, 1.7136], [2.7811, 0.1526, 1.9026], [2.9401, -0.5204, 3.1326], [4.0061, -1.5094, 3.1696], [-2.2089, 4.6086, -2.8264], [-0.8569, 3.3216, -3.4264], [-0.4859, 5.1856, -2.7754], [0.9741, 3.9406, -1.0334], [0.6741, 2.5456, -1.8374], [-0.7689, 1.6846, 0.2856], [-0.0739, 3.0846, 0.9856], [2.1831, 2.0886, -0.2054], [0.8681, 0.1306, 1.8006], [1.5361, 1.6056, 2.6736], [3.7251, 0.7196, 1.5846], [2.6411, -0.6794, 1.0926], [4.7931, -0.9964, 2.6356], [3.7891, -2.4944, 2.7676], [4.4231, -1.7454, 4.3106], [-0.7109, -1.3204, -0.5234], [0.6471, -1.3464, -0.4554], [-0.9679, -0.5264, -1.1044], [-1.1219, -1.2454, 0.4446], [-1.0429, -2.3084, -0.8304], [1.1931, -0.6414, -0.0084], [-0.0679, 0.1106, -4.5364], [0.2061, -0.1504, -5.8904], [-0.7329, -0.5154, -3.8524], [-0.4299, 1.1106, -4.2224], [0.8451, 0.2296, -4.1034], [0.2421, -1.2134, -6.0014], [1.0951, -3.7104, 2.0596], [1.7831, -3.6904, 0.8176], [0.5501, -2.7794, 2.3966], [1.6741, -4.2644, 2.8296], [0.1971, -4.1474, 2.0026], [1.5971, -3.1494, 0.1566], [-3.4089, 1.0476, -1.8304], [-4.8329, 1.2786, -1.7424], [-2.9029, 1.4756, -2.7194], [-3.3289, -0.0304, -1.9024], [-3.0589, 1.1826, -0.8574], [-5.1249, 2.0486, -1.0074], [-2.6429, -2.5084, 3.0756], [-1.4849, -1.8674, 3.4276], [-3.3149, -2.9144, 3.9016], [-2.3849, -3.3184, 2.3306], [-3.1949, -1.7464, 2.5426], [-1.4519, -1.8304, 4.3326]], "e_homo_ev": -9.35, "smiles": "COCCNCCOC.CO.CO.CO.CO.CO"}

=====

Model b:
{"formula": "C11H35NO7", "method": "wB97M-V/def2-TZVPD", "elements": ["C", "C", "C", "C", "C", "C", "C", "C", "C", "N", "O", "H", "H", "H", "H", "H", "H", "H", "H", "H", "H", "H", "H", "H", "H", "H", "H", "H", "H", "H", "C", "O", "H", "H", "H", "H", "C", "O", "H", "H", "H", "H", "O", "H", "H", "O", "H", "H", "O", "H", "H", "O", "H", "H"], "xyz": [[1.3527, 1.9596, 2.0238], [0.7763, 0.7287, 2.6689], [1.8434, -0.0957, 3.2791], [-0.3229, 1.2501, 3.7150], [-1.0784, 0.0921, 4.4165], [-1.7438, -0.6664, 3.3530], [-0.9745, -1.1114, 2.0800], [-0.2580, -2.4703, 2.2974], [-1.9162, -1.3920, 0.9273], [-0.0481, -0.0568, 1.6562], [0.8277, -0.6296, 0.6321], [1.6849, 2.6105, 2.7941], [2.2664, 1.7875, 1.4828], [0.6739, 2.5378, 1.4416], [2.4028, -0.6693, 2.5469], [2.4833, 0.5709, 3.8880], [1.3413, -0.7803, 3.9806], [0.1535, 1.9961, 4.4442], [-1.0160, 1.8789, 3.1049], [-0.4474, -0.5202, 5.0406], [-1.8688, 0.4325, 5.0981], [-2.6047, -0.1626, 2.9929], [-2.1732, -1.5905, 3.7645], [0.2459, -2.7635, 1.3612], [-0.9082, -3.2957, 2.5302], [0.4790, -2.3994, 3.1083], [-1.2983, -1.4610, 0.0821], [-2.5484, -0.5318, 0.6981], [-2.5127, -2.2168, 0.9999], [0.7488, -0.0581, -0.1151], [-1.2831, 1.6248, -5.2848], [-0.9450, 0.3621, -4.7274], [-0.4866, 2.1901, -5.8226], [-2.0557, 1.4889, -5.9581], [-1.6138, 2.3087, -4.5062], [-0.3555, -0.1018, -5.3477], [1.1677, 1.9946, -1.9891], [0.0617, 1.2076, -1.8621], [2.0675, 1.4190, -1.9183], [1.3007, 2.6019, -2.9143], [1.1496, 2.7305, -1.1758], [-0.2187, 0.8075, -2.7529], [1.5542, -1.9719, -3.4653], [1.5556, -2.4235, -2.5718], [2.3219, -1.3866, -3.5013], [-1.9006, 3.0195, -0.6141], [-2.7827, 2.8310, -0.8290], [-1.4316, 2.3455, -1.1267], [0.7844, -1.3262, -6.0297], [1.1147, -2.0168, -6.5825], [0.9882, -1.6063, -5.1234], [1.4488, -3.0572, -0.9960], [0.6826, -3.6056, -0.9644], [1.3159, -2.4091, -0.2300]], "e_homo_ev": -8.61, "smiles": "CC1(C)CCCC(C)(C)N1O.CO.CO.O.O.O.O"}

=====

The structure with the greatest stability is model b.

=====

Model a:
{"formula": "C2H4N4", "method": "wB97M-V/def2-TZVPD", "elements": ["N", "C", "C", "N", "N", "N", "H", "H", "H", "H"], "xyz": [[1.6306, 0.0150, -0.0763], [0.2409, -0.0466, -0.0869], [-0.6379, -1.0712, 0.1392], [-1.9010, -0.5477, 0.2054], [-1.8648, 0.7085, -0.0317], [-0.5556, 1.0571, -0.2109], [1.9629, 0.9249, 0.2216], [2.0037, -0.6835, 0.5567], [-0.4588, -2.1345, 0.1880], [-0.4199, 1.7779, -0.9051]], "e_homo_ev": -8.87, "smiles": "Nc1cnn[nH]1"}

=====

Model b:
{"formula": "C2H4N4", "method": "wB97M-V/def2-TZVPD", "elements": ["C", "N", "C", "N", "N", "N", "H", "H", "H", "H"], "xyz": [[0.7762, 0.8435, 0.8184], [-0.0208, 0.1360, -0.2223], [-0.5627, -1.0838, -0.0643], [-1.2195, -1.4254, -1.1422], [-1.0831, -0.3842, -1.9966], [-0.3735, 0.5590, -1.4686], [0.1891, 1.6348, 1.2977], [1.6571, 1.2846, 0.3532], [1.1241, 0.1576, 1.6201], [-0.4869, -1.7221, 0.8046]], "e_homo_ev": -10.79, "smiles": "Cn1cnnn1"}

=====

Model c:
{"formula": "C2H4N4", "method": "wB97M-V/def2-TZVPD", "elements": ["C", "N", "C", "N", "N", "N", "H", "H", "H", "H"], "xyz": [[1.0315, -0.2101, -1.1801], [0.2244, 0.2281, -0.0660], [-0.6962, -0.4992, 0.3910], [-1.5199, -0.1182, 1.4771], [-1.1789, 0.9982, 1.8484], [-0.6607, 2.0104, 1.9387], [2.0832, -0.2532, -0.8713], [0.9560, 0.5244, -1.9898], [0.7374, -1.1932, -1.5734], [-0.9807, -1.4899, 0.0268]], "e_homo_ev": -9.66}

=====

Model d:
{"formula": "C2H4N4", "method": "wB97M-V/def2-TZVPD", "elements": ["C", "N", "C", "N", "N", "N", "H", "H", "H", "H"], "xyz": [[0.8551, 1.1525, 0.2311], [-0.0789, -0.0170, -0.9400], [-0.1667, -1.3293, -0.6899], [-1.0127, -1.5770, 0.3052], [-1.4173, -0.4019, 0.7571], [-0.9044, 0.5458, 0.0091], [0.7048, 1.1959, 1.3071], [0.7382, 2.1043, -0.2716], [1.7773, 0.6391, -0.0308], [0.3550, -2.0878, -1.2548]], "e_homo_ev": -10.68}

=====

The structure with the greatest stability is model a.

=====

Model a:
{"formula": "C3H7N3S", "method": "wB97M-V/def2-TZVPD", "elements": ["H", "N", "C", "N", "N", "C", "C", "S", "H", "H", "H", "H", "H", "H"], "xyz": [[2.0421, 0.1638, -0.5308], [1.0999, 0.0944, -0.9023], [0.2605, -0.0901, 0.0270], [0.4637, -0.3040, 1.3712], [1.7470, 0.0518, 1.9491], [-1.2190, -0.2333, -0.3706], [-1.5729, 0.0882, -1.7797], [-2.1739, 1.3347, -0.4466], [-0.2359, 0.0074, 2.0388], [2.3137, -0.8078, 1.8800], [2.1400, 0.7768, 1.3002], [-1.7398, -1.0712, 0.0898], [-0.7757, 0.4995, -2.3510], [-2.3496, -0.5104, -2.2751]], "e_homo_ev": -8.89, "smiles": "[H]/N=C(\\NN)[C@@H]1CS1"}

=====

Model b:
{"formula": "C3H7N3S", "method": "wB97M-V/def2-TZVPD", "elements": ["C", "N", "N", "C", "N", "C", "S", "H", "H", "H", "H", "H", "H", "H"], "xyz": [[-0.2263, 0.1167, -2.9380], [-0.4027, -0.1676, -1.6538], [-0.5103, 1.0922, -0.9426], [-0.0231, 0.8469, 0.2505], [0.2455, -0.2182, 0.9465], [0.2675, -0.0647, 2.4327], [0.2792, -1.8858, 0.4297], [-0.2051, -0.9231, -3.5511], [-0.2439, 1.1829, -3.2128], [0.2863, 1.6541, 1.0478], [1.2148, -0.4571, 2.8339], [0.3273, 1.0966, 2.5785], [-0.4654, -0.7574, 2.6565], [-0.5438, -1.5156, -0.8778]], "e_homo_ev": -7.90, "smiles": "C=N/N=C\\N(C)S"}

=====

The structure with the greatest stability is model a.

=====

Model a:
{"formula": "C3H7N3S", "method": "wB97M-V/def2-TZVPD", "elements": ["C", "C", "S", "N", "N", "C", "N", "H", "H", "H", "H", "H", "H", "H"], "xyz": [[2.1142, 0.4995, 0.9130], [0.9930, -0.0503, 0.0412], [1.0427, -1.6078, -0.5173], [0.0267, 0.8441, -0.2038], [-0.9864, 0.7986, -1.1626], [-1.9042, -0.0886, -0.9956], [-2.0717, -1.0029, -0.0076], [2.2706, -0.1415, 1.7717], [3.0245, 0.5278, 0.3469], [1.9188, 1.5378, 1.2829], [0.1966, 1.7922, 0.0557], [-2.6724, -0.0365, -1.7484], [-1.2022, -1.3633, 0.3996], [-2.7501, -1.7094, -0.1756]], "e_homo_ev": -8.34, "smiles": "CC(=S)N/N=C\\N"}

=====

Model b:
{"formula": "C3H7N3S", "method": "wB97M-V/def2-TZVPD", "elements": ["C", "C", "C", "N", "N", "N", "S", "H", "H", "H", "H", "H", "H", "H"], "xyz": [[0.2867, 1.7024, 0.0625], [-0.6800, 1.8757, 0.9390], [0.1815, -1.4676, -1.6687], [0.5830, -0.1469, 1.7398], [0.7821, -0.1684, 0.3521], [-0.1082, -1.0763, -0.2356], [-0.8113, 0.7026, 2.2640], [0.6883, 2.2400, -0.7325], [-1.3942, 2.6919, 1.1549], [1.2243, -1.1694, -1.8825], [0.0603, -2.5923, -1.6648], [-0.3881, -0.9112, -2.4517], [0.6070, -1.1038, 2.2316], [-1.0312, -0.5766, -0.1081]], "e_homo_ev": -7.76}

=====

Model c:
{"formula": "C3H7N3S", "method": "wB97M-V/def2-TZVPD", "elements": ["C", "C", "C", "N", "N", "N", "S", "H", "H", "H", "H", "H", "H", "H"], "xyz": [[-1.1893, -0.6783, -0.7817], [0.7976, 0.5318, 0.0594], [0.3249, 1.3773, 1.2347], [-1.0335, 0.2287, -1.9696], [-0.1259, 0.9845, -1.9397], [0.0588, -0.7279, -0.0699], [1.0324, -2.1204, -0.6291], [-1.9857, -0.4096, -0.1509], [-1.5376, -1.5704, -1.0803], [1.8641, 0.4429, -0.0286], [-0.5462, 1.9610, 1.2263], [1.1809, 2.0694, 1.5330], [0.2921, 0.7309, 2.0601], [0.8674, -2.8200, 0.5364]], "e_homo_ev": [-7.81, -7.80]}

=====

The structure with the greatest stability is model a.